Density functional theory data (ωB97M-V/def2-TZVPD) for 7 unconnected molecules or ions with the total composition C26H35Cl24NO3 in a non-equilibrium geometry.

E_LUMO	-0.0287	Eh
HOMO level	-9.2845	eV
SMILES	CCCCCCCCCCCCCCC1=C(CCN)C(=O)OC1=O.ClC(Cl)(Cl)Cl.ClC(Cl)(Cl)Cl.ClC(Cl)(Cl)Cl.ClC(Cl)(Cl)Cl.ClC(Cl)(Cl)Cl.ClC(Cl)(Cl)Cl
Kohn-Sham gap	8.503	eV
E	-335686.729	eV
max |F|	9.4	eV/Å

Atoms and positions in Å:
1 Cl -0.527 4.210 -3.779
2 Cl -4.719 -5.085 -8.197
3 Cl -6.016 -3.568 0.055
4 Cl -5.669 -5.231 -5.451
5 Cl -5.931 -3.179 -2.827
6 Cl -1.281 4.438 -0.979
7 Cl 0.869 6.083 -2.045
8 Cl -2.375 1.399 6.312
9 Cl -5.748 -8.469 3.315
10 Cl -4.254 -7.551 0.993
11 Cl -2.869 -1.449 5.978
12 Cl -5.793 -10.357 5.469
13 Cl -6.501 -8.419 7.521
14 Cl -7.494 -11.149 7.693
15 Cl -7.572 -5.245 -7.652
16 Cl -4.673 -10.596 8.144
17 Cl -1.884 6.602 -2.829
18 Cl -5.536 -5.622 2.754
19 Cl -6.104 -2.816 -7.014
20 Cl -5.144 -5.734 -1.680
21 Cl -0.539 -0.222 4.740
22 Cl -0.653 -0.541 7.630
23 Cl -7.155 -7.327 1.039
24 Cl -3.455 -3.393 -1.314
25 O 6.468 2.878 -3.008
26 O 4.287 4.056 -2.320
27 O 4.228 6.592 -1.924
28 N 6.969 6.407 0.271
29 C 5.709 3.399 -0.508
30 C 4.871 5.327 1.383
31 C 1.159 0.656 -3.260
32 C 5.029 4.690 -0.139
33 C -5.136 -3.968 -1.441
34 C -2.754 -0.793 2.553
35 C -1.609 -0.203 6.165
36 C -6.016 -4.594 -7.078
37 C -4.346 0.067 0.471
38 C 3.375 0.404 -1.622
39 C -4.251 -0.318 2.082
40 C 2.794 0.713 -3.152
41 C 6.054 6.505 1.481
42 C 0.363 0.808 -1.833
43 C -6.115 -10.130 7.207
44 C 4.913 -0.129 -1.819
45 C 4.479 5.333 -1.556
46 C 5.784 -0.271 -0.438
47 C 5.577 3.367 -2.142
48 C -1.269 0.937 -1.991
49 C -5.673 -7.243 2.025
50 C -1.917 0.219 -0.627
51 C 5.524 0.904 0.675
52 C -3.138 1.091 0.038
53 C 6.449 2.273 0.426
54 C -0.706 5.333 -2.408
55 H 4.826 -1.231 -2.269
56 H 5.698 -1.359 0.044
57 H 6.931 -0.179 -0.756
58 H -2.210 -0.896 -0.901
59 H -1.708 0.418 -2.953
60 H 0.838 1.590 -3.931
61 H -2.202 -1.442 1.723
62 H -4.241 -0.953 -0.110
63 H -2.852 -1.485 3.498
64 H 3.387 1.451 -1.063
65 H 7.536 1.988 0.094
66 H -3.458 1.948 -0.698
67 H -2.747 1.637 1.022
68 H 5.117 4.560 2.234
69 H 5.593 7.599 1.459
70 H 3.142 1.792 -3.468
71 H 0.555 -0.210 -1.240
72 H -1.581 2.070 -1.914
73 H -1.074 0.117 0.212
74 H -5.407 0.509 0.213
75 H 6.550 2.759 1.512
76 H 6.988 7.290 -0.289
77 H 4.392 1.168 0.861
78 H 2.751 -0.397 -1.042
79 H 5.419 0.514 -2.661
80 H -2.038 0.096 2.849
81 H 3.259 -0.041 -3.939
82 H 0.809 1.688 -1.198
83 H 7.936 6.103 0.526
84 H -4.561 0.589 2.757
85 H 3.836 5.864 1.484
86 H 5.920 0.469 1.714
87 H -4.979 -1.234 2.253
88 H 6.701 6.423 2.452
89 H 0.795 -0.306 -3.864

---

Density functional theory data (ωB97M-V/def2-TZVPD) for a molecular structure, C43H45BiBrN7O4SSe3Si2Te in a non-equilibrium geometry.

E_LUMO	-0.0487	Eh
HOMO level	-4.9792	eV
Kohn-Sham gap	3.654	eV
relative energy (zero: lowest compared OMol25 entry of this formula, charge and spin)	0.000	eV
E	-369748.244	eV
max |F|	1.4	eV/Å

Atoms and positions in Å:
1 Bi 0.158 -0.736 1.255
2 Te -0.755 -2.752 7.023
3 Br 2.408 5.115 -4.613
4 Se -0.747 -0.348 6.427
5 Se -1.841 -0.290 4.384
6 Se -0.725 -2.022 3.298
7 S -3.526 -0.753 1.304
8 Si 2.320 -1.772 -1.218
9 Si 3.081 -3.139 1.563
10 O 1.939 5.945 5.557
11 O 1.324 2.571 -0.128
12 O -0.586 1.153 -1.226
13 O 3.342 4.365 5.895
14 N -1.869 0.336 -3.355
15 N -1.337 1.107 -5.366
16 N 2.324 4.802 5.391
17 N -0.626 -2.779 0.225
18 N 1.250 0.494 3.215
19 N -0.857 1.732 1.953
20 N -5.209 1.232 0.933
21 C -6.652 1.576 -0.895
22 C 4.182 -1.660 2.027
23 C 2.518 1.765 5.332
24 C -1.128 1.194 -4.019
25 C -5.208 -0.352 -0.822
26 C -1.719 -4.749 -0.496
27 C 0.849 -1.597 -2.404
28 C -4.688 0.064 0.436
29 C 1.100 2.784 -1.447
30 C 0.559 3.015 -4.176
31 C 1.793 3.696 -2.219
32 C -1.803 2.323 1.262
33 C 0.088 1.990 -2.026
34 C -2.593 -0.367 -4.295
35 C -3.507 -1.408 -4.154
36 C 2.635 0.412 5.146
37 C 3.512 -2.940 -2.113
38 C 0.586 -3.358 0.140
39 C 2.026 -0.177 4.046
40 C -0.200 3.865 2.845
41 C 1.542 3.952 4.515
42 C -6.157 0.378 -1.470
43 C -3.740 -1.436 -6.572
44 C 0.670 -4.692 -0.267
45 C 0.630 4.586 3.726
46 C -1.745 -3.435 -0.073
47 C -0.483 -5.381 -0.587
48 C 1.015 1.805 3.446
49 C -2.835 -0.404 -6.732
50 C 4.248 -4.411 0.762
51 C 3.174 -0.095 -0.989
52 C -0.159 2.092 -3.403
53 C -4.069 -1.928 -5.303
54 C -2.008 3.709 1.277
55 C -6.162 1.966 0.307
56 C 2.410 3.262 0.464
57 C 1.723 2.521 4.445
58 C 2.253 -4.028 3.007
59 C 1.498 3.812 -3.574
60 C -1.218 4.478 2.087
61 C 1.700 -2.432 0.461
62 C -2.270 0.115 -5.575
63 C -0.031 2.471 2.705
64 H 4.728 -5.004 1.543
65 H 2.817 0.429 -0.102
66 H -1.364 5.549 2.167
67 H -4.197 -1.881 -7.445
68 H 1.637 -5.170 -0.335
69 H 2.492 2.878 1.479
70 H 3.203 -0.198 5.832
71 H -4.859 1.518 1.838
72 H 5.035 -1.590 1.350
73 H 3.014 2.245 6.156
74 H 2.140 -1.234 3.849
75 H -2.425 1.670 0.663
76 H 4.517 -2.910 -1.691
77 H 4.585 -1.773 3.036
78 H -2.565 -0.024 -7.709
79 H -0.091 -1.455 -1.875
80 H -2.636 -5.266 -0.739
81 H 0.538 5.660 3.800
82 H 4.255 -0.211 -0.898
83 H -1.242 0.658 -1.795
84 H 0.376 3.118 -5.235
85 H -2.788 4.147 0.668
86 H 3.584 -2.657 -3.165
87 H 0.982 -0.747 -3.076
88 H -6.497 2.858 0.815
89 H 3.652 -0.709 1.987
90 H -0.427 -6.416 -0.898
91 H 2.986 0.544 -1.855
92 H -7.408 2.159 -1.397
93 H 2.553 4.331 -1.790
94 H -6.547 0.049 -2.424
95 H 5.039 -3.928 0.188
96 H 2.971 -4.344 3.766
97 H 1.737 -4.924 2.654
98 H -2.664 -2.882 0.071
99 H 1.500 -3.420 3.508
100 H 0.740 -2.488 -3.026
101 H 2.225 4.339 0.506
102 H -3.749 -1.800 -3.176
103 H -4.778 -2.742 -5.231
104 H 3.341 3.073 -0.077
105 H 3.164 -3.974 -2.073
106 H -0.894 1.659 -6.078
107 H 3.738 -5.107 0.096
108 H -4.823 -1.275 -1.224

---

Density functional theory data (ωB97M-V/def2-TZVPD) for a single C4H8O4 molecule.

E_LUMO	0.0261	Eh
HOMO level	-10.1611	eV
SMILES	C=C(C(O)O)C(O)O
Kohn-Sham gap	10.871	eV
relative energy (zero: lowest compared OMol25 entry of this formula, charge and spin)	2.243	eV
E	-12466.916	eV
max |F|	0.5	eV/Å

Atoms and positions in Å:
1 O 0.140 -1.825 -1.653
2 O -1.266 1.752 0.183
3 O 0.019 1.264 2.038
4 O 1.286 0.175 -1.663
5 C 0.120 -0.492 -1.254
6 C -0.081 1.158 0.648
7 C -0.011 -0.298 0.243
8 C -0.106 -1.291 1.110
9 H -0.094 -2.322 0.802
10 H 0.728 1.709 0.144
11 H -0.766 -0.056 -1.747
12 H -0.204 -1.089 2.161
13 H 0.890 -2.258 -1.224
14 H -0.005 2.199 2.273
15 H 1.365 0.100 -2.622
16 H -2.016 1.274 0.561

---

Density functional theory data (ωB97M-V/def2-TZVPD) for a single C6H10N2 molecule in a non-equilibrium geometry.

E_LUMO	0.0368	Eh
HOMO level	-8.8077	eV
SMILES	C=C[C@@H]1CN1/C=N/C
Kohn-Sham gap	9.809	eV
relative energy (zero: lowest compared OMol25 entry of this formula, charge and spin)	7.206	eV
E	-9357.231	eV
max |F|	9.0	eV/Å

Atoms and positions in Å:
1 N -0.101 -0.367 0.345
2 N -1.434 0.809 -0.895
3 C -0.086 0.652 1.328
4 C 2.006 -1.525 1.288
5 C -0.783 -0.365 -0.850
6 C -2.410 0.687 -2.078
7 C 1.153 0.473 0.506
8 C 2.323 -0.102 1.337
9 H 1.389 1.257 -0.265
10 H 1.104 -2.108 0.936
11 H -3.446 0.443 -2.076
12 H -2.068 1.758 -2.534
13 H 0.026 -0.178 2.331
14 H 2.464 -2.035 2.163
15 H -0.632 1.533 1.110
16 H -0.844 -1.309 -1.519
17 H 3.211 0.309 1.756
18 H -1.875 0.068 -2.882

---

Q: What is the formula in the third record?
A: C4H8O4